1.
ORCA calculation (the ωB97M-V functional and the def2-TZVPD basis) on a single C3H5ClFN molecule.

Values from the calculation:
SMILES: N[C@H]1C[C@@]1(F)Cl
HOMO energy: -9.566 eV
Electronic energy: -19920.7496 eV
Max |F|: 2.1 eV/A
ΔE to the lowest compared entry with this formula, charge and spin: 8.8 kcal per mole
HOMO-LUMO gap: 10.51 eV

ORCA input file:
```
! wB97M-V def2-TZVPD RIJCOSX def2/J DEFGRID3
* xyz 0 1
N 0.5341 -0.2052 -1.4296
C 0.3464 -0.4388 -0.0286
C 0.2936 0.8630 0.8347
C -0.9142 0.0124 0.6744
F -1.0680 -0.8259 1.7570
Cl -2.3192 0.3805 -0.2793
H 1.3794 -0.4969 -1.8648
H -0.1731 -0.6655 -2.0271
H 0.7538 -1.3119 0.4110
H 0.4057 1.7206 0.1681
H 0.7614 0.9676 1.7842
*
```

Atom charges from the Mulliken analysis, given in e for atoms 1 to 5: -0.6012, -0.0865, -0.7465, 0.5701, -0.2518



2.
ORCA calculation (the ωB97M-V functional and the def2-TZVPD basis) on a single C3H5ClN2S molecule.

Values from the calculation:
SMILES: [H]/N=C(\C=C\Cl)NS
HOMO energy: -9.263 eV
Electronic energy: -29528.4657 eV
Max |F|: 2.8 eV/A
ΔE to the lowest compared entry with this formula, charge and spin: 17.6 kcal per mole
HOMO-LUMO gap: 9.57 eV

ORCA input file:
```
! wB97M-V def2-TZVPD RIJCOSX def2/J DEFGRID3
* xyz 0 1
H -0.0454 2.1592 -0.0894
N 0.7659 1.5536 -0.1598
C 0.4546 0.3154 -0.3190
C -0.9231 -0.3229 -0.2300
C -2.0419 0.2859 0.0662
Cl -3.5684 -0.5573 0.0187
N 1.4188 -0.7128 -0.4472
S 3.0713 -0.5796 0.0955
H -0.9784 -1.4353 -0.3628
H -2.1467 1.2351 0.4951
H 1.1280 -1.6449 -0.4761
H 2.8652 -0.2963 1.4088
*
```

Atom charges from the Mulliken analysis, given in e for atoms 1 to 5: 0.2278, -0.6645, 0.8010, -0.1901, -0.3575



3.
ORCA calculation (the ωB97M-V functional and the def2-TZVPD basis) on 2 unconnected molecules or ions with the total composition C3H5ClNP.

Values from the calculation:
HOMO energy: -10.597 eV
Electronic energy: -26490.8988 eV
Max |F|: 6.2 eV/A
ΔE to the lowest compared entry with this formula, charge and spin: 57.0 kcal per mole
HOMO-LUMO gap: 9.16 eV

ORCA input file:
```
! wB97M-V def2-TZVPD RIJCOSX def2/J DEFGRID3
* xyz 0 1
C 0.6818 -3.7198 -1.3031
C 0.0109 0.4027 0.6103
C 0.0726 -0.8020 -0.4148
N 0.5898 -4.3986 -2.2009
P 0.7360 -2.1608 0.7081
Cl -0.9527 -2.6259 1.5630
H 1.1126 0.6576 1.1095
H -0.3915 1.3586 0.1714
H -0.6742 0.0252 1.3466
H 0.9872 -0.7048 -1.1060
H -0.8992 -1.1038 -0.8180
*
```

Atom charges from the Mulliken analysis, given in e for atoms 1 to 5: -0.1161, -0.9610, -0.5318, -0.3600, 0.4513



4.
ORCA calculation (the ωB97M-V functional and the def2-TZVPD basis) on a single C3H5ClO molecule.

Values from the calculation:
SMILES: ClC[C@@H]1CO1
HOMO energy: -10.414 eV
Electronic energy: -17759.6787 eV
Max |F|: 3.7 eV/A
ΔE to the lowest compared entry with this formula, charge and spin: 48.4 kcal per mole
HOMO-LUMO gap: 11.43 eV

ORCA input file:
```
! wB97M-V def2-TZVPD RIJCOSX def2/J DEFGRID3
* xyz 0 1
Cl -1.8886 -0.2414 -0.0616
C -0.5171 0.7328 0.3553
C 0.6727 0.0023 -0.3495
C 1.8147 -0.7707 0.2679
O 2.0662 0.5429 -0.1854
H -0.1770 0.7366 1.4307
H -0.6150 1.7015 -0.1978
H 0.6816 -0.0083 -1.3646
H 1.7857 -0.7445 1.2954
H 2.0794 -1.7112 -0.2743
*
```

Atom charges from the Mulliken analysis, given in e for atoms 1 to 5: -0.1771, -0.2456, -0.2628, -0.3733, -0.4007



5.
ORCA calculation (the ωB97M-V functional and the def2-TZVPD basis) on a single C3H5ClO2S molecule.

Values from the calculation:
SMILES: CS(=O)(=O)/C=C/Cl
HOMO energy: -10.401 eV
Electronic energy: -30642.8328 eV
Max |F|: 4.8 eV/A
ΔE to the lowest compared entry with this formula, charge and spin: 32.1 kcal per mole
HOMO-LUMO gap: 11.08 eV

ORCA input file:
```
! wB97M-V def2-TZVPD RIJCOSX def2/J DEFGRID3
* xyz 0 1
C -1.5574 0.8566 0.2408
S -0.7830 -0.5943 -0.4124
O -0.4842 -0.3073 -1.7865
O -1.3975 -1.8108 -0.0162
C 0.8994 -0.5069 0.4698
C 1.9861 -0.2053 -0.1540
Cl 3.5408 0.0616 0.4954
H -0.8800 1.6742 0.1214
H -2.3078 0.7708 -0.5314
H -1.9732 0.7857 1.2466
H 0.9589 -0.8036 1.5434
H 1.9978 0.0794 -1.2168
*
```

Atom charges from the Mulliken analysis, given in e for atoms 1 to 5: -0.8326, 1.0750, -0.6103, -0.5934, -0.5502



6.
ORCA calculation (the ωB97M-V functional and the def2-TZVPD basis) on a single C3H5ClOS molecule.

Values from the calculation:
SMILES: O[C@H]1[C@H](S)[C@H]1Cl
HOMO energy: -9.285 eV
Electronic energy: -28595.8461 eV
Max |F|: 2.0 eV/A
ΔE to the lowest compared entry with this formula, charge and spin: 29.9 kcal per mole
HOMO-LUMO gap: 9.99 eV

ORCA input file:
```
! wB97M-V def2-TZVPD RIJCOSX def2/J DEFGRID3
* xyz 0 1
O 0.8542 2.0056 -0.2637
C 0.0910 1.0577 0.4105
C -0.6660 0.0476 -0.3947
S -2.3249 -0.4618 0.0048
C 0.4513 -0.3875 0.5260
Cl 1.9461 -0.9529 -0.1276
H 1.6664 2.1736 0.2882
H -0.5354 1.3959 1.3084
H -0.4272 -0.0253 -1.4644
H -2.9365 0.4709 -0.7399
H 0.2562 -0.7779 1.5585
*
```

Atom charges from the Mulliken analysis, given in e for atoms 1 to 5: -0.5043, 0.1104, -0.4002, -0.2355, -0.2306



7.
ORCA calculation (the ωB97M-V functional and the def2-TZVPD basis) on a single C3H5ClOS molecule.

Values from the calculation:
SMILES: O=C[C@@H](S)CCl
HOMO energy: -9.763 eV
Electronic energy: -28596.5753 eV
Max |F|: 2.4 eV/A
ΔE to the lowest compared entry with this formula, charge and spin: 13.1 kcal per mole
HOMO-LUMO gap: 10.17 eV

ORCA input file:
```
! wB97M-V def2-TZVPD RIJCOSX def2/J DEFGRID3
* xyz 0 1
O 0.4833 2.4421 -0.3153
C 0.1460 1.4173 0.1621
C 0.3152 0.0294 -0.4960
S 1.8975 -0.7910 -0.2118
C -0.7381 -0.8494 -0.0081
Cl -2.4338 -0.2110 -0.2165
H -0.4361 1.3477 1.1066
H 0.2989 0.0738 -1.6261
H 1.9171 -0.6888 1.1105
H -0.6944 -0.9829 1.0548
H -0.7556 -1.7871 -0.5604
*
```

Atom charges from the Mulliken analysis, given in e for atoms 1 to 5: -0.4251, -0.0338, 0.0501, -0.1484, -0.7646



8.
ORCA calculation (the ωB97M-V functional and the def2-TZVPD basis) on a single C3H5ClS molecule.

Values from the calculation:
SMILES: C[C@@H](Cl)C=S
HOMO energy: -8.980 eV
Electronic energy: -26547.1415 eV
Max |F|: 6.0 eV/A
ΔE to the lowest compared entry with this formula, charge and spin: 42.2 kcal per mole
HOMO-LUMO gap: 8.32 eV

ORCA input file:
```
! wB97M-V def2-TZVPD RIJCOSX def2/J DEFGRID3
* xyz 0 1
C 0.9156 0.7498 -0.0005
C -0.0957 -0.3041 -0.4174
Cl 0.7082 -1.8538 -0.0529
C -1.2433 -0.4845 0.3836
S -2.8264 -0.7845 -0.1290
H 1.7506 0.5377 1.0061
H 1.5440 0.7299 -1.0260
H 0.5738 1.8572 0.1373
H -0.3312 0.0262 -1.4742
H -0.9957 -0.4738 1.5730
*
```

Atom charges from the Mulliken analysis, given in e for atoms 1 to 5: -0.9960, 0.4186, -0.1610, -0.4935, -0.1752